No. 1
This record from the Open Molecules 2025 dataset describes C2H4O2S as an isolated structure. The level of theory is the ωB97M-V functional and the def2-TZVPD basis.

Structure (XYZ):
```
9
Properties=species:S:1:pos:R:3:nbo_charge:R:1
C -0.59 0.64 0.63 -0.690
C -0.31 -0.83 -0.69 -0.627
O 1.61 1.00 -0.89 -0.918
O 1.87 -0.58 0.93 -0.899
S 1.01 0.11 0.08 2.178
H -1.24 1.40 0.21 0.254
H -0.97 0.04 1.53 0.246
H -0.88 -1.55 -0.29 0.226
H -0.51 -0.23 -1.52 0.231
```

## Properties
HOMO energy = -10.79 eV
Energy relative to the best compared isomer or geometry (same formula, charge and spin) = 91.8 kcal/mol
Charge = 0
F_max = 0.130 Eh/bohr

***

No. 2
This record from the Open Molecules 2025 dataset describes a 2-piece molecular cluster, C2H4O2S2 overall. The level of theory is the ωB97M-V functional and the def2-TZVPD basis.

Structure (XYZ):
```
10
Properties=species:S:1:pos:R:3:nbo_charge:R:1
C 1.85 -0.26 0.43 0.904
C 1.22 0.49 -0.48 -0.895
O 2.42 -0.86 1.20 -0.298
O -1.40 -0.51 -0.13 -0.855
S -2.60 0.37 1.07 0.099
S -0.75 -1.93 -0.17 -0.078
H 0.17 0.59 -0.27 0.376
H 1.66 1.52 -0.59 0.285
H 1.22 0.13 -1.54 0.356
H -3.79 0.44 0.47 0.105
```

## Properties
HOMO energy (alpha / beta) = -6.74 / -6.75 eV
Energy relative to the best compared isomer or geometry (same formula, charge and spin) = 130.4 kcal/mol
Charge = 0
F_max = 0.110 Eh/bohr

***

No. 3
This record from the Open Molecules 2025 dataset describes a 2-piece molecular cluster, C2H4O2S2 overall. The level of theory is the ωB97M-V functional and the def2-TZVPD basis.

Structure (XYZ):
```
10
Properties=species:S:1:pos:R:3:nbo_charge:R:1
O 2.27 -1.17 1.26 -0.836
S 2.49 -0.53 0.02 1.912
O 2.52 -1.30 -1.19 -0.823
S 3.37 1.22 0.04 -0.314
C 0.10 0.56 -0.16 -0.471
C -0.56 -0.54 0.11 -0.318
H 0.07 0.89 -1.14 0.214
H 0.53 1.06 0.74 0.232
H -0.71 -0.66 1.18 0.193
H -1.24 -1.16 -0.48 0.212
```

## Properties
HOMO energy = -10.06 eV
Energy relative to the best compared isomer or geometry (same formula, charge and spin) = 68.5 kcal/mol
Charge = 0
Structure (SMILES) = O=S(=O)=S.C=C
F_max = 0.057 Eh/bohr

***

No. 4
This record from the Open Molecules 2025 dataset describes an isolated molecule of C2H4O3. The level of theory is the ωB97M-V functional and the def2-TZVPD basis.

Structure (XYZ):
```
9
Properties=species:S:1:pos:R:3:nbo_charge:R:1
O 0.61 1.63 0.03 -0.565
C 0.64 0.43 0.07 0.745
O 1.88 -0.11 -0.11 -0.655
C -0.60 -0.43 0.05 -0.195
O -1.73 0.39 -0.08 -0.701
H 1.77 -1.09 0.11 0.475
H -0.70 -1.11 0.97 0.205
H -0.52 -0.96 -0.93 0.204
H -1.35 1.26 -0.10 0.488
```

## Properties
HOMO energy = -11.02 eV
Energy relative to the best compared isomer or geometry (same formula, charge and spin) = 14.4 kcal/mol
Charge = 0
Structure (SMILES) = O=C(O)CO
F_max = 0.064 Eh/bohr

***

No. 5
This record from the Open Molecules 2025 dataset describes C2H4O3P as an isolated structure. The level of theory is the ωB97M-V functional and the def2-TZVPD basis.

Structure (XYZ):
```
10
Properties=species:S:1:pos:R:3:nbo_charge:R:1
C 0.61 0.38 -0.95 0.101
C 1.02 1.32 -0.15 -0.671
O -2.17 -1.82 0.76 -0.477
O 1.03 -0.23 -1.95 -0.674
O -1.93 0.84 -2.05 -1.106
P -1.12 -0.11 -1.28 1.200
H 0.52 1.35 0.78 0.190
H 1.93 1.81 -0.22 0.180
H -2.51 -2.36 0.09 0.401
H -0.99 -1.48 -1.89 -0.144
```

## Properties
HOMO energy (alpha / beta) = -1.87 / -3.76 eV
Spin multiplicity = 3
<S²> = 2.009
Energy relative to the best compared isomer or geometry (same formula, charge and spin) = 82.7 kcal/mol
Charge = -1
F_max = 0.069 Eh/bohr

***

No. 6
This record from the Open Molecules 2025 dataset describes a 2-piece molecular cluster, C2H4O4S overall. The level of theory is the ωB97M-V functional and the def2-TZVPD basis.

Structure (XYZ):
```
11
Properties=species:S:1:pos:R:3:nbo_charge:R:1
C -0.05 1.15 -1.89 -0.681
C 0.15 0.43 -0.46 0.652
O -1.03 -2.29 2.02 -0.842
O 1.02 -0.94 2.22 -0.906
O -0.63 -0.56 -0.09 -0.707
O 1.33 0.53 0.02 -0.635
S -0.39 -1.04 2.24 1.718
H -1.06 1.39 -2.20 0.179
H 0.61 1.92 -1.89 0.183
H -1.50 -0.45 -0.57 0.535
H 1.56 -0.13 0.60 0.504
```

## Properties
HOMO energy = -8.04 eV
Energy relative to the best compared isomer or geometry (same formula, charge and spin) = 61.8 kcal/mol
Charge = 0
F_max = 0.193 Eh/bohr

***

No. 7
This record from the Open Molecules 2025 dataset describes an isolated molecule of C2H4OS. The level of theory is the ωB97M-V functional and the def2-TZVPD basis.

Structure (XYZ):
```
8
Properties=species:S:1:pos:R:3:nbo_charge:R:1
O 0.97 -0.05 -2.10 -0.507
C 0.68 0.02 -0.84 0.411
C -0.54 0.10 -0.11 -0.721
S -0.40 0.49 1.57 0.032
H 1.43 -0.16 0.11 0.104
H -1.12 -0.87 -0.33 0.279
H -1.55 0.83 -0.39 0.281
H 0.52 -0.36 2.09 0.121
```

## Properties
HOMO energy = -9.85 eV
Energy relative to the best compared isomer or geometry (same formula, charge and spin) = 52.4 kcal/mol
Charge = 0
Structure (SMILES) = O=CCS
F_max = 0.133 Eh/bohr

***

No. 8
This record from the Open Molecules 2025 dataset describes an isolated molecule of C2H4OS2. The level of theory is the ωB97M-V functional and the def2-TZVPD basis.

Structure (XYZ):
```
9
Properties=species:S:1:pos:R:3:nbo_charge:R:1
O -0.05 -1.61 -1.00 -0.533
C 0.35 -0.69 -0.38 0.472
S 2.23 -0.68 -0.18 -0.074
C -0.40 0.54 0.50 -0.664
S -1.74 0.73 -0.68 0.005
H 2.02 0.63 0.28 0.120
H 0.40 1.18 0.01 0.236
H -0.55 0.48 1.71 0.286
H -2.26 -0.59 -0.28 0.152
```

## Properties
HOMO energy = -9.30 eV
Energy relative to the best compared isomer or geometry (same formula, charge and spin) = 48.7 kcal/mol
Charge = 0
Structure (SMILES) = O=C(S)CS
F_max = 0.069 Eh/bohr

***

No. 9
This record from the Open Molecules 2025 dataset describes an isolated molecule of C2H4OS2. The level of theory is the ωB97M-V functional and the def2-TZVPD basis.

Structure (XYZ):
```
9
Properties=species:S:1:pos:R:3:nbo_charge:R:1
C -0.08 0.85 0.09 -0.698
C -0.96 -0.27 -0.19 -0.303
O 1.53 -0.93 -0.92 -0.969
S 1.57 0.01 0.24 1.110
S -2.05 -0.99 0.77 0.073
H 0.13 1.51 -0.87 0.247
H -0.48 1.52 0.82 0.256
H -0.67 -0.87 -1.14 0.243
H 1.00 -0.83 1.19 0.041
```

## Properties
HOMO energy = -8.89 eV
Energy relative to the best compared isomer or geometry (same formula, charge and spin) = 54.7 kcal/mol
Charge = 0
F_max = 0.063 Eh/bohr

***

No. 10
This record from the Open Molecules 2025 dataset describes an isolated molecule of C2H4OS2. The level of theory is the ωB97M-V functional and the def2-TZVPD basis.

Structure (XYZ):
```
9
Properties=species:S:1:pos:R:3:nbo_charge:R:1
O -0.51 1.61 -0.62 -0.666
C 0.03 0.39 -0.53 0.208
S 0.98 -0.29 -1.65 -0.049
C -0.21 -0.13 0.80 -0.601
S 1.04 -1.47 1.23 -0.063
H -0.80 1.77 -1.51 0.501
H -1.30 -0.48 0.82 0.254
H -0.18 0.68 1.49 0.256
H 0.95 -2.09 -0.02 0.160
```

## Properties
HOMO energy = -8.81 eV
Energy relative to the best compared isomer or geometry (same formula, charge and spin) = 12.2 kcal/mol
Charge = 0
Structure (SMILES) = OC(=S)CS
F_max = 0.054 Eh/bohr

***

No. 11
This record from the Open Molecules 2025 dataset describes a 2-piece molecular cluster, C2H4OS3 overall. The level of theory is the ωB97M-V functional and the def2-TZVPD basis.

Structure (XYZ):
```
10
Properties=species:S:1:pos:R:3:nbo_charge:R:1
C -0.36 2.43 0.09 0.334
C 0.24 -0.57 0.02 -0.592
O -1.41 2.43 -0.46 -0.488
S -0.65 -0.78 -1.46 0.083
S 2.02 -1.03 -0.14 0.025
S -0.59 -0.90 1.50 0.104
H 0.01 1.59 0.81 0.147
H -1.79 -0.22 -1.10 0.135
H 2.01 -1.73 -1.24 0.130
H 0.52 -1.22 1.99 0.121
```

## Properties
HOMO energy (alpha / beta) = -7.62 / -8.21 eV
Energy relative to the best compared isomer or geometry (same formula, charge and spin) = 100.0 kcal/mol
Charge = 0
F_max = 0.054 Eh/bohr

***

No. 12
This record from the Open Molecules 2025 dataset describes C2H4OS3 as an isolated structure. The level of theory is the ωB97M-V functional and the def2-TZVPD basis.

Structure (XYZ):
```
10
Properties=species:S:1:pos:R:3:nbo_charge:R:1
C -0.37 -0.22 -0.31 -0.212
C -0.65 -1.69 -0.08 -0.709
O 1.41 2.40 1.52 -0.882
S 1.68 2.12 -1.30 -0.412
S -1.17 0.93 0.54 0.173
S 0.73 2.75 0.29 1.065
H 0.50 0.18 -0.90 0.234
H 0.02 -2.17 0.60 0.264
H -0.65 -2.28 -0.93 0.236
H -1.50 -2.03 0.55 0.243
```

## Properties
HOMO energy = -9.21 eV
Energy relative to the best compared isomer or geometry (same formula, charge and spin) = 47.8 kcal/mol
Charge = 0
F_max = 0.041 Eh/bohr